The molecule C3H3BrS in a non-equilibrium geometry, computed with ωB97M-V/def2-TZVPD.

Each line ends with the Löwdin charge.
Cartesian coordinates (Å):
C: 0.80 -0.29 -0.16  -0.231
C: 1.98 -0.28 0.00  -0.695
C: -0.67 -0.27 -0.02  -0.585
S: -1.39 1.36 0.43  0.666
Br: 3.71 -0.23 0.36  0.785
H: -0.99 -0.47 -1.10  0.096
H: -0.92 -1.01 0.82  0.101
H: -2.52 1.20 -0.33  -0.137

Its net charge is 0. Its multiplicity is 1. As for the total energy: -84034.5958 eV. Its lowest unoccupied orbital energy is 0.732 eV. As for the SMILES: SCC#CBr. The energy above the lowest of the compared OMol25 structures with the same formula, charge and spin is 0.935 eV.



A cluster of 13 separate species, C52H104O39 in total in a non-equilibrium geometry, computed with ωB97M-V/def2-TZVPD.

Each line ends with the Löwdin charge.
Cartesian coordinates (Å):
C: 3.50 -2.35 2.43  -0.049
C: 4.66 -1.83 3.30  -0.211
O: 5.67 -2.84 3.32  0.037
C: 6.61 -2.78 4.32  -0.470
O: 7.43 -3.70 4.43  0.102
O: 6.54 -1.63 5.13  -0.068
C: 7.34 -1.52 6.32  -0.041
H: 2.67 -1.66 2.31  0.062
H: 3.06 -3.19 2.98  0.076
H: 3.93 -2.72 1.50  0.082
H: 4.28 -1.55 4.28  0.113
H: 5.05 -0.92 2.85  0.110
H: 8.11 -0.78 6.09  0.088
H: 7.81 -2.44 6.65  0.094
H: 6.72 -1.18 7.15  0.094
C: 3.44 -0.19 -1.04  -0.042
C: 5.00 -0.14 -0.98  -0.174
O: 5.55 -1.25 -1.70  0.019
C: 5.47 -1.40 -3.06  -0.540
O: 4.84 -0.68 -3.85  0.072
O: 6.11 -2.50 -3.43  0.004
C: 6.22 -2.83 -4.80  -0.051
H: 3.15 0.72 -0.51  0.060
H: 3.16 -1.10 -0.52  0.069
H: 3.00 -0.10 -2.03  0.069
H: 5.25 -0.35 0.06  0.103
H: 5.36 0.85 -1.28  0.126
H: 5.42 -2.61 -5.50  0.097
H: 6.44 -3.90 -4.79  0.096
H: 7.12 -2.35 -5.18  0.096
C: 0.34 6.90 0.86  -0.066
C: 1.45 6.23 0.15  -0.216
O: 1.21 5.52 -1.06  0.043
C: 1.08 4.18 -1.04  -0.432
O: 1.09 3.40 -0.03  0.049
O: 0.93 3.76 -2.38  -0.028
C: 0.47 2.42 -2.62  -0.038
H: 0.62 7.04 1.90  0.087
H: -0.59 6.34 0.98  0.065
H: 0.12 7.92 0.54  0.080
H: 1.99 5.57 0.83  0.108
H: 2.14 7.06 0.00  0.128
H: -0.59 2.42 -2.39  0.075
H: 0.95 1.60 -2.08  0.079
H: 0.66 2.21 -3.67  0.102
C: -5.45 4.92 -7.51  -0.049
C: -4.28 4.57 -6.55  -0.256
O: -4.51 3.29 -6.10  0.019
C: -3.74 2.85 -5.05  -0.503
O: -2.75 3.41 -4.60  0.118
O: -4.28 1.69 -4.61  0.007
C: -3.63 1.03 -3.56  -0.033
H: -5.20 5.44 -8.44  0.073
H: -6.15 5.50 -6.90  0.069
H: -6.07 4.07 -7.79  0.074
H: -4.19 5.36 -5.81  0.115
H: -3.33 4.56 -7.08  0.123
H: -2.55 1.02 -3.73  0.093
H: -4.01 0.02 -3.44  0.093
H: -3.87 1.60 -2.65  0.085
C: 0.75 -0.54 4.63  -0.043
C: 1.47 0.23 5.76  -0.174
O: 2.71 0.66 5.18  -0.017
C: 3.78 0.92 5.98  -0.553
O: 3.88 0.68 7.17  0.124
O: 4.65 1.57 5.20  -0.008
C: 5.87 2.00 5.72  -0.065
H: -0.21 -0.93 4.95  0.063
H: 1.26 -1.33 4.07  0.053
H: 0.45 0.11 3.81  0.064
H: 1.63 -0.48 6.58  0.122
H: 0.92 1.09 6.14  0.109
H: 5.73 2.51 6.68  0.099
H: 6.29 2.79 5.09  0.088
H: 6.63 1.25 5.94  0.080
C: 0.09 -0.10 0.51  -0.034
C: -1.28 0.37 0.07  -0.223
O: -2.04 -0.75 -0.28  -0.011
C: -1.89 -1.51 -1.42  -0.449
O: -1.30 -1.17 -2.47  0.099
O: -2.59 -2.67 -1.25  -0.044
C: -3.70 -2.84 -0.42  -0.058
H: 0.69 0.72 0.89  0.070
H: 0.55 -0.57 -0.36  0.068
H: 0.00 -0.79 1.35  0.062
H: -1.34 1.20 -0.63  0.103
H: -1.75 0.78 0.96  0.107
H: -4.42 -3.44 -0.98  0.100
H: -4.14 -1.88 -0.14  0.076
H: -3.39 -3.24 0.54  0.084
C: -2.78 6.48 -2.49  -0.042
C: -2.67 5.22 -1.62  -0.181
O: -4.00 4.72 -1.38  0.049
C: -4.21 3.57 -0.80  -0.607
O: -3.37 2.91 -0.23  0.111
O: -5.53 3.36 -0.80  0.012
C: -6.08 2.18 -0.25  -0.046
H: -3.26 6.31 -3.46  0.067
H: -1.77 6.84 -2.67  0.080
H: -3.32 7.28 -1.98  0.078
H: -2.20 5.42 -0.66  0.110
H: -2.08 4.49 -2.16  0.109
H: -5.66 1.87 0.71  0.084
H: -5.96 1.34 -0.92  0.088
H: -7.17 2.22 -0.25  0.099
C: -5.26 -1.55 2.56  -0.041
C: -4.32 -0.34 2.44  -0.271
O: -4.75 0.67 3.25  -0.011
C: -4.50 0.87 4.62  -0.485
O: -5.15 1.67 5.28  0.124
O: -3.47 0.07 4.97  -0.015
C: -3.07 0.24 6.32  -0.035
H: -5.23 -2.09 3.51  0.079
H: -5.11 -2.30 1.79  0.049
H: -6.28 -1.18 2.48  0.083
H: -4.19 -0.06 1.39  0.106
H: -3.34 -0.68 2.79  0.117
H: -3.64 -0.39 7.01  0.101
H: -3.05 1.23 6.78  0.101
H: -2.03 -0.07 6.19  0.080
C: -3.43 4.30 3.15  -0.053
C: -2.10 3.81 2.73  -0.191
O: -0.89 4.38 3.34  0.030
C: -0.42 3.83 4.46  -0.616
O: -0.89 2.94 5.12  0.126
O: 0.75 4.40 4.70  -0.017
C: 1.53 3.98 5.87  0.008
H: -4.24 3.86 2.57  0.083
H: -3.54 5.38 3.10  0.083
H: -3.61 4.08 4.20  0.079
H: -1.89 4.12 1.70  0.103
H: -2.00 2.73 2.80  0.119
H: 0.99 4.01 6.81  0.104
H: 2.33 4.73 5.89  0.097
H: 1.97 3.03 5.58  0.072
C: 3.16 3.02 2.38  -0.033
C: 4.16 3.01 1.21  -0.229
O: 5.09 1.98 1.19  0.021
C: 6.09 1.97 2.11  -0.620
O: 6.48 2.89 2.82  0.108
O: 6.69 0.88 2.03  0.035
C: 7.90 0.67 2.77  0.006
H: 3.69 3.05 3.33  0.063
H: 2.57 2.10 2.31  0.076
H: 2.42 3.81 2.37  0.063
H: 4.67 3.96 1.02  0.130
H: 3.53 2.86 0.33  0.095
H: 7.80 0.84 3.85  0.082
H: 8.79 1.13 2.35  0.108
H: 8.08 -0.41 2.72  0.097
C: -1.98 -5.77 -2.63  -0.064
C: -1.60 -6.56 -3.86  -0.183
O: -0.20 -6.52 -4.23  0.066
C: 0.32 -7.46 -4.98  -0.628
O: -0.30 -8.30 -5.65  0.079
O: 1.59 -7.30 -5.11  0.011
C: 2.51 -8.10 -5.85  -0.011
H: -1.52 -4.79 -2.76  0.067
H: -1.59 -6.11 -1.67  0.069
H: -3.04 -5.70 -2.41  0.085
H: -2.29 -6.17 -4.60  0.121
H: -1.86 -7.61 -3.71  0.124
H: 2.09 -9.09 -6.01  0.095
H: 3.43 -8.16 -5.27  0.093
H: 2.74 -7.59 -6.78  0.096
C: -7.52 -5.66 -4.15  -0.065
C: -7.18 -4.34 -4.96  -0.150
O: -5.77 -4.23 -5.34  0.018
C: -4.88 -3.45 -4.70  -0.521
O: -5.10 -2.69 -3.73  0.071
O: -3.70 -3.63 -5.33  -0.006
C: -2.61 -2.80 -4.93  -0.036
H: -8.58 -5.92 -4.14  0.066
H: -7.43 -5.57 -3.07  0.064
H: -7.02 -6.55 -4.51  0.071
H: -7.46 -3.56 -4.26  0.109
H: -7.78 -4.31 -5.88  0.118
H: -2.53 -2.76 -3.85  0.055
H: -2.74 -1.76 -5.23  0.098
H: -1.67 -3.22 -5.29  0.101
C: -0.12 -3.87 1.68  -0.048
C: 0.70 -4.50 0.55  -0.164
O: 1.03 -3.42 -0.35  0.023
C: 1.52 -3.62 -1.54  -0.560
O: 2.01 -4.66 -1.98  0.111
O: 1.47 -2.44 -2.25  -0.048
C: 1.92 -2.46 -3.58  -0.051
H: -0.25 -4.56 2.51  0.082
H: -1.11 -3.65 1.30  0.059
H: 0.25 -2.94 2.12  0.052
H: 0.22 -5.39 0.16  0.126
H: 1.69 -4.72 0.95  0.120
H: 1.60 -1.55 -4.09  0.100
H: 1.46 -3.27 -4.14  0.096
H: 3.01 -2.53 -3.61  0.084

Its net charge is 0. Its multiplicity is 1. As for the total energy: -135460.6154 eV. Its lowest unoccupied orbital energy is 0.382 eV. The energy above the lowest of the compared OMol25 structures with the same formula, charge and spin is 4.739 eV.



The molecule C14H14 in a non-equilibrium geometry, computed with ωB97M-V/def2-TZVPD.

Each line ends with the Löwdin charge.
Cartesian coordinates (Å):
C: 1.43 2.60 -0.39  -0.089
C: 2.13 1.99 0.60  -0.105
C: 0.31 1.93 -0.92  -0.040
C: 1.75 0.72 0.98  -0.044
C: -0.21 0.70 -0.47  -0.129
C: 0.44 0.20 0.65  -0.079
C: 0.09 -1.88 -1.58  -0.120
C: 0.57 -2.45 -0.56  -0.127
C: -1.08 -1.02 -1.93  -0.055
C: 0.31 -2.32 0.88  -0.021
C: -1.29 0.19 -1.45  -0.237
C: 0.39 -1.14 1.53  -0.240
C: -2.49 1.04 -1.82  -0.056
C: 0.26 -0.87 3.00  -0.048
H: 1.72 3.45 -0.91  0.074
H: 2.95 2.49 0.98  0.080
H: -0.19 2.48 -1.85  0.150
H: 2.50 0.11 1.61  0.140
H: 0.71 -2.03 -2.56  0.143
H: 1.32 -3.12 -0.81  0.087
H: -1.77 -1.58 -2.61  0.129
H: 0.31 -3.19 1.60  0.126
H: -3.06 1.59 -0.95  0.131
H: -3.20 0.32 -2.15  0.057
H: -2.35 1.63 -2.65  0.038
H: -0.17 0.12 3.17  0.089
H: 1.29 -0.84 3.36  0.085
H: -0.35 -1.61 3.42  0.058

Its net charge is 0. Its multiplicity is 3. As for the total energy: -14737.2433 eV. Its lowest unoccupied orbital energy (spin up / spin down) is 0.920 / -2.068 eV. As for the expectation value of S²: 2.018. The energy above the lowest of the compared OMol25 structures with the same formula, charge and spin is 1.040 eV.



A cluster of 2 separate species, C5H12NO in total in a non-equilibrium geometry, computed with ωB97M-V/def2-TZVPD.

Each line ends with the Löwdin charge.
Cartesian coordinates (Å):
C: 1.65 -0.80 0.91  -0.080
C: 0.96 0.52 0.56  -0.193
C: 0.39 0.50 -0.82  -0.271
C: 1.01 0.90 -1.91  0.127
C: -2.01 -0.19 -0.94  0.169
N: -0.77 -0.37 -1.08  0.099
H: 2.43 -1.12 0.23  0.085
H: 2.17 -0.59 1.86  0.088
H: 1.07 -1.67 1.21  0.075
H: 0.26 0.89 1.30  0.093
H: 1.75 1.27 0.63  0.127
H: 1.75 1.64 -1.74  0.078
H: 0.83 0.82 -2.97  0.093
H: -2.69 -1.00 -1.18  0.134
H: -2.37 0.74 -0.56  0.116
H: -0.47 -1.24 -1.51  0.181
H: -2.65 -0.59 1.96  0.065
H: -1.43 0.37 2.38  0.062
O: -1.90 -0.07 1.67  -0.047

Its net charge is +1. Its multiplicity is 1. As for the total energy: -8908.8910 eV. Its lowest unoccupied orbital energy is -4.454 eV. The energy above the lowest of the compared OMol25 structures with the same formula, charge and spin is 1.738 eV.